1.
Below is 9 unconnected molecules or ions with the total composition C38H69BrN9O10P at a distorted geometry, with properties calculated with wB97M-V/def2-TZVPD.

Computed properties:
total charge = 0
HOMO = -8.12 eV
frontier orbital gap = 7.0 eV
LUMO = -0.03943 Ha

Element x y z (Å)
C (-2.8916, -4.5174, 6.8329)
C (-3.0167, -3.7233, 5.9410)
C (-3.1863, -3.0807, 4.6696)
C (-2.0861, -2.4865, 4.0600)
C (-2.2685, -1.9249, 2.8214)
C (-3.4910, -1.9136, 2.1670)
C (-4.6213, -2.4832, 2.7553)
P (-6.2061, -2.4366, 1.7792)
C (-7.5319, -1.7440, 2.8298)
C (-7.2763, -0.2520, 3.0831)
C (-6.5828, -4.2329, 1.4475)
C (-5.2768, -5.0158, 1.2708)
C (-4.4421, -3.0597, 4.0184)
Br (-5.8658, -3.9101, 4.9134)
C (-3.3042, -1.2393, 0.8340)
O (-4.0957, -0.9861, -0.0195)
N (-1.9104, -0.9075, 0.7490)
C (-1.2539, -1.2682, 1.9522)
O (-0.0959, -1.0700, 2.1794)
H (-2.8362, -5.2543, 7.6042)
H (-1.1191, -2.4705, 4.5401)
H (-7.7022, -2.2422, 3.7831)
H (-8.4573, -1.8626, 2.2623)
H (-7.0149, 0.2466, 2.1536)
H (-6.5483, -0.0938, 3.8776)
H (-8.2163, 0.1794, 3.4318)
H (-7.2253, -4.3038, 0.5757)
H (-7.0781, -4.6155, 2.3406)
H (-4.5228, -4.4517, 0.7186)
H (-5.4437, -5.9249, 0.6938)
H (-4.8778, -5.3105, 2.2395)
H (-1.5715, -1.4124, -0.0668)
C (0.6483, 2.1868, -0.0869)
N (0.5046, 2.4268, -1.5105)
C (-0.4964, 1.6709, -2.2421)
C (1.2683, 3.3163, -2.1690)
O (1.2052, 3.5510, -3.3600)
H (0.9004, 1.1387, 0.0893)
H (-0.2891, 2.4128, 0.4257)
H (1.4354, 2.8162, 0.3239)
H (-0.0250, 1.0910, -3.0369)
H (-1.2201, 2.3467, -2.7002)
H (-1.0109, 0.9988, -1.5586)
H (2.0019, 3.8212, -1.5147)
C (3.5119, 5.4113, -3.7208)
N (3.8822, 6.8233, -3.7690)
C (5.2439, 7.1770, -4.1176)
C (3.0148, 7.8099, -3.5031)
O (3.2812, 9.0007, -3.5270)
H (4.1235, 4.9046, -2.9880)
H (3.6721, 4.9577, -4.6980)
H (2.4692, 5.3085, -3.4510)
H (5.6970, 7.7442, -3.3018)
H (5.2446, 7.8044, -5.0109)
H (5.8236, 6.2758, -4.3026)
H (2.0068, 7.4385, -3.2504)
C (-3.5534, 3.5982, -0.2482)
N (-4.8020, 2.8692, -0.3307)
C (-5.2920, 2.4418, -1.6306)
C (-5.5319, 2.5656, 0.7595)
O (-6.5827, 1.9554, 0.7345)
H (-3.6182, 4.5268, -0.8186)
H (-2.7367, 2.9940, -0.6517)
H (-3.3323, 3.8392, 0.7897)
H (-6.2729, 2.8769, -1.8232)
H (-5.3918, 1.3555, -1.6513)
H (-4.5954, 2.7593, -2.4028)
H (-5.0780, 2.9229, 1.7003)
C (0.9318, -8.8493, 7.4610)
N (-0.4287, -8.4531, 7.7654)
C (-1.5334, -9.2165, 7.2068)
C (-0.7086, -7.3992, 8.5502)
O (-1.8348, -7.0312, 8.8339)
H (1.1037, -8.8088, 6.3838)
H (1.1147, -9.8674, 7.8093)
H (1.6325, -8.1788, 7.9538)
H (-2.1607, -8.5719, 6.5907)
H (-2.1501, -9.6235, 8.0081)
H (-1.1420, -10.0290, 6.6004)
H (0.1910, -6.8840, 8.9256)
C (-5.1998, -1.5725, -2.9761)
N (-5.3979, -2.9880, -3.2246)
C (-5.8013, -3.4442, -4.5430)
C (-5.2178, -3.8973, -2.2501)
O (-5.3670, -5.0988, -2.3794)
H (-6.1279, -1.0264, -3.1594)
H (-4.4186, -1.1775, -3.6309)
H (-4.9016, -1.4375, -1.9392)
H (-6.7526, -3.9738, -4.4828)
H (-5.0577, -4.1322, -4.9469)
H (-5.9031, -2.5887, -5.2058)
H (-4.9184, -3.4395, -1.2913)
C (5.5044, -0.5175, -3.3361)
N (4.8724, 0.7881, -3.3568)
C (3.4202, 0.8655, -3.3670)
C (5.5689, 1.9357, -3.3688)
O (5.0537, 3.0420, -3.3734)
H (5.2079, -1.0826, -4.2213)
H (5.1854, -1.0664, -2.4491)
H (6.5882, -0.4197, -3.3267)
H (3.0762, 1.3958, -4.2554)
H (3.0780, 1.4212, -2.4933)
H (2.9938, -0.1349, -3.3501)
H (6.6614, 1.7890, -3.3759)
C (3.6497, -1.6318, 2.4143)
N (3.6825, -1.5946, 0.9661)
C (4.0065, -0.3554, 0.2840)
C (3.4204, -2.6728, 0.2064)
O (3.4406, -2.6731, -1.0116)
H (2.9046, -0.9292, 2.7919)
H (4.6272, -1.3644, 2.8205)
H (3.3905, -2.6325, 2.7528)
H (3.1758, -0.0708, -0.3642)
H (4.8898, -0.5072, -0.3362)
H (4.1957, 0.4344, 1.0062)
H (3.1816, -3.5747, 0.7939)
C (9.5126, 8.5988, -3.3913)
N (10.1269, 7.3008, -3.5907)
C (9.7336, 6.5033, -4.7414)
C (11.0518, 6.8029, -2.7481)
O (11.5915, 5.7213, -2.8754)
H (8.4331, 8.4799, -3.2793)
H (9.7188, 9.2362, -4.2533)
H (9.9085, 9.0741, -2.4965)
H (9.3248, 5.5506, -4.4033)
H (10.6036, 6.3010, -5.3665)
H (8.9845, 7.0358, -5.3219)
H (11.2818, 7.4818, -1.9088)


2.
Below is a molecular structure, C38H69GaN3O5P at a distorted geometry, with properties calculated with wB97M-V/def2-TZVPD.

Computed properties:
energy relative to the best compared isomer or geometry (same formula, charge and spin) = 0.000 eV
total charge = -1
HOMO (spin up / spin down) = -2.98 / -2.97 eV
frontier orbital gap (spin up / spin down) = 5.1 / 4.9 eV
multiplicity = 4
LUMO (spin up / spin down) = 0.07813 / 0.07128 Ha

Element x y z (Å)
C (-1.9879, -0.8707, 2.9504)
C (-3.1771, -0.7628, 2.8465)
C (-4.6043, -0.5078, 2.6913)
C (-5.0540, -0.6659, 1.2193)
C (-5.1395, 0.6206, 0.3901)
Ga (-3.4986, 1.8671, 0.5233)
C (-3.4062, 3.1365, -1.0620)
C (-2.2362, 3.1770, -1.8124)
C (-2.1332, 4.0266, -2.9052)
C (-3.1839, 4.8575, -3.2463)
C (-4.3554, 4.8213, -2.5124)
C (-4.4655, 3.9664, -1.4261)
P (-3.6646, 3.2405, 2.4644)
O (-2.8531, 2.5475, 3.7621)
O (-5.2748, 3.1130, 2.9813)
H (-0.9698, -1.1488, 2.8476)
H (-4.8699, 0.4640, 3.1050)
H (-5.1142, -1.2707, 3.2843)
H (-4.3587, -1.3659, 0.7590)
H (-6.0238, -1.1744, 1.2339)
H (-6.0106, 1.1787, 0.7437)
H (-5.2850, 0.2953, -0.6409)
H (-2.1730, 0.9600, 0.4621)
H (-1.4090, 2.5403, -1.5352)
H (-1.2090, 4.0538, -3.4717)
H (-3.0877, 5.5234, -4.0937)
H (-5.1883, 5.4641, -2.7696)
H (-5.3733, 3.9357, -0.8368)
H (-1.9233, 2.6225, 3.5269)
H (-5.7789, 3.4476, 2.2325)
C (1.1927, -2.3225, -2.6872)
C (0.4218, -1.1994, -1.9394)
C (0.2789, -1.5439, -0.4526)
C (-0.7484, -2.6331, -0.1659)
C (-2.0882, -2.2639, -0.7969)
C (-1.9861, -1.9674, -2.2949)
N (-0.9095, -0.9674, -2.5739)
O (-1.3277, 0.2182, -2.2786)
C (-1.7378, -3.2808, -3.0597)
C (-3.3211, -1.4319, -2.7982)
C (1.2642, 0.0645, -2.0513)
H (1.3437, -3.2085, -2.0680)
H (0.6830, -2.6315, -3.5977)
H (2.1764, -1.9765, -3.0053)
H (-0.0220, -0.6439, 0.0942)
H (1.2576, -1.8348, -0.0605)
H (-0.3980, -3.6051, -0.5322)
H (-0.8724, -2.7402, 0.9137)
H (-2.8088, -3.0715, -0.6435)
H (-2.4877, -1.3861, -0.2791)
H (-1.5627, -3.0851, -4.1198)
H (-2.6177, -3.9199, -2.9812)
H (-0.8977, -3.8566, -2.6745)
H (-3.6488, -0.5584, -2.2369)
H (-4.0844, -2.2030, -2.6877)
H (-3.2612, -1.1583, -3.8538)
H (1.3434, 0.3986, -3.0888)
H (2.2705, -0.1275, -1.6758)
H (0.8438, 0.8766, -1.4611)
C (4.8264, 6.7815, -3.8062)
C (5.2547, 5.4767, -3.0797)
C (5.5910, 4.3822, -4.0977)
C (4.3663, 3.7805, -4.7814)
C (3.3576, 3.2974, -3.7418)
C (2.9672, 4.3857, -2.7417)
N (4.1829, 5.0249, -2.1436)
O (4.6822, 4.2698, -1.2229)
C (2.0800, 5.4279, -3.4474)
C (2.0970, 3.7855, -1.6471)
C (6.5238, 5.8161, -2.3043)
H (4.6884, 6.6372, -4.8787)
H (3.9036, 7.1893, -3.4012)
H (5.5739, 7.5638, -3.6772)
H (6.1334, 3.5775, -3.5905)
H (6.2743, 4.7918, -4.8456)
H (3.9061, 4.5097, -5.4542)
H (4.6752, 2.9410, -5.4080)
H (2.4561, 2.9309, -4.2367)
H (3.7830, 2.4443, -3.2031)
H (1.8672, 6.2670, -2.7836)
H (1.1275, 4.9728, -3.7171)
H (2.5122, 5.8190, -4.3671)
H (2.5775, 2.9461, -1.1480)
H (1.1666, 3.4164, -2.0786)
H (1.8401, 4.5293, -0.8918)
H (6.3238, 6.5535, -1.5254)
H (7.2587, 6.2326, -2.9937)
H (6.9649, 4.9372, -1.8378)
C (0.4341, -7.1371, 4.1461)
C (0.7333, -5.7244, 3.5725)
C (2.1568, -5.2895, 3.9347)
C (2.3271, -4.8952, 5.3990)
C (1.2948, -3.8396, 5.7884)
C (-0.1404, -4.2692, 5.4832)
N (-0.2710, -4.7361, 4.0674)
O (-0.3283, -3.7245, 3.2695)
C (-0.5618, -5.3708, 6.4733)
C (-1.0908, -3.1028, 5.7302)
C (0.6428, -5.8493, 2.0544)
H (1.2135, -7.4872, 4.8248)
H (-0.5138, -7.1687, 4.6780)
H (0.3453, -7.8721, 3.3468)
H (2.4372, -4.4333, 3.3128)
H (2.8491, -6.0955, 3.6805)
H (2.2440, -5.7737, 6.0459)
H (3.3323, -4.4975, 5.5540)
H (1.3781, -3.6094, 6.8527)
H (1.5174, -2.9117, 5.2526)
H (-1.5455, -5.7655, 6.2147)
H (-0.6266, -4.9521, 7.4775)
H (0.1380, -6.2032, 6.5261)
H (-0.8199, -2.2161, 5.1632)
H (-1.0686, -2.8381, 6.7878)
H (-2.1151, -3.3674, 5.4659)
H (-0.3709, -6.1021, 1.7398)
H (1.3153, -6.6415, 1.7239)
H (0.9369, -4.9305, 1.5502)


3.
Below is 12 unconnected molecules or ions with the total composition C38H72O31 at a distorted geometry, with properties calculated with wB97M-V/def2-TZVPD.

Computed properties:
energy relative to the best compared isomer or geometry (same formula, charge and spin) = 0.000 eV
total charge = 0
HOMO = -9.75 eV
frontier orbital gap = 9.8 eV
LUMO = 0.00209 Ha

Element x y z (Å)
C (2.5950, 4.1053, -3.6427)
C (1.7345, 3.4159, -2.6388)
C (0.3821, 2.8621, -3.1625)
O (0.7870, 1.6049, -3.7412)
C (1.9041, 1.2020, -3.1627)
O (2.3865, 0.1436, -3.3444)
O (2.4225, 2.1753, -2.3594)
H (3.5957, 4.0983, -3.1741)
H (2.2895, 5.1662, -3.7319)
H (2.6159, 3.5465, -4.5740)
H (1.6833, 3.9292, -1.6822)
H (-0.0527, 3.4638, -3.9527)
H (-0.4141, 2.6497, -2.4505)
C (4.7207, -2.6990, -3.3241)
C (3.2142, -2.8325, -3.4316)
C (2.7158, -2.6915, -4.8597)
O (1.7619, -3.8048, -5.0571)
C (1.9759, -4.6797, -4.0054)
O (1.4001, -5.7010, -3.8498)
O (2.7801, -4.1530, -3.0707)
H (5.0193, -2.7779, -2.2329)
H (5.0541, -1.7270, -3.6471)
H (5.2181, -3.4673, -3.8807)
H (2.7426, -2.0939, -2.8482)
H (3.5039, -2.7207, -5.6323)
H (2.0862, -1.8587, -5.0266)
C (0.5767, -4.1476, 0.3430)
C (0.0933, -4.9570, -0.8558)
C (-0.7139, -6.2267, -0.6538)
O (-1.6726, -6.1462, -1.7506)
C (-1.7224, -4.9177, -2.2564)
O (-2.5246, -4.5270, -3.0497)
O (-0.8342, -4.1876, -1.7088)
H (1.1621, -3.2818, 0.0035)
H (1.3167, -4.7619, 0.8137)
H (-0.2014, -3.7462, 1.0361)
H (0.9109, -5.2184, -1.5044)
H (-1.2502, -6.3055, 0.2717)
H (-0.1139, -7.1362, -0.8065)
C (-4.4495, -1.1511, 5.0571)
C (-3.6909, -2.0327, 4.1711)
C (-4.5137, -2.7618, 3.1512)
O (-3.6603, -2.8757, 2.0154)
C (-2.6717, -1.9771, 2.1956)
O (-1.8060, -1.7525, 1.3715)
O (-2.6926, -1.3310, 3.4285)
H (-5.0868, -1.6666, 5.7549)
H (-5.0338, -0.3411, 4.6440)
H (-3.7625, -0.6935, 5.7872)
H (-3.0923, -2.7492, 4.7425)
H (-5.3429, -2.1276, 2.8322)
H (-4.7811, -3.7949, 3.4116)
C (0.1780, -0.6059, 5.8728)
C (0.7036, -0.1669, 4.5305)
C (-0.2161, 0.8948, 3.8540)
O (0.5432, 2.1196, 3.9909)
C (1.7826, 1.8011, 4.3015)
O (2.5341, 2.7105, 4.5190)
O (1.9495, 0.5594, 4.6792)
H (-0.8710, -0.9324, 5.7980)
H (0.0320, 0.2797, 6.5351)
H (0.8138, -1.4307, 6.3713)
H (0.8637, -0.9321, 3.7719)
H (-1.2205, 1.0306, 4.2583)
H (-0.3763, 0.6756, 2.7996)
C (-4.9253, 2.9245, -0.2235)
C (-5.0143, 1.3467, -0.2948)
C (-3.8125, 0.6191, 0.2935)
O (-4.1374, 0.5337, 1.6701)
C (-5.4375, 0.7132, 1.8108)
O (-5.9621, 0.6817, 2.8769)
O (-6.0763, 1.0418, 0.6419)
H (-4.0868, 3.3094, -0.8332)
H (-4.7145, 3.3437, 0.7918)
H (-5.8262, 3.4152, -0.6264)
H (-5.3481, 1.0035, -1.2328)
H (-2.8851, 1.2286, 0.2952)
H (-3.6338, -0.3199, -0.1712)
C (-1.9823, -1.7845, -5.3861)
C (-2.4125, -1.3897, -3.9957)
C (-1.3712, -0.9160, -2.9515)
O (-1.7600, 0.3983, -2.4456)
C (-2.8600, 0.7777, -3.1202)
O (-3.4477, 1.7994, -2.9558)
O (-3.2221, -0.1988, -4.0521)
H (-1.4888, -2.7301, -5.4066)
H (-1.3082, -1.0224, -5.8581)
H (-2.8872, -2.0129, -6.0147)
H (-2.9309, -2.2472, -3.5461)
H (-0.3682, -0.8412, -3.3310)
H (-1.4285, -1.5344, -2.0726)
O (5.9037, 2.6048, 0.0148)
C (5.6942, 3.8704, -0.6789)
C (4.8422, 4.7581, 0.0982)
O (3.5327, 4.2489, 0.1365)
H (5.0552, 2.1907, -0.0216)
H (6.7321, 4.2032, -0.8749)
H (5.2433, 3.6280, -1.6155)
H (4.9339, 5.7783, -0.3314)
H (5.1536, 4.9363, 1.1205)
H (3.2643, 4.1649, 1.0538)
O (4.7783, 0.1306, 2.3126)
C (5.3690, 0.6254, 3.5478)
C (5.6088, 2.1344, 3.5641)
O (6.6155, 2.6960, 2.7072)
H (4.8965, -0.8191, 2.2270)
H (4.6904, 0.3275, 4.3780)
H (6.3658, 0.1806, 3.7544)
H (5.7283, 2.3861, 4.6317)
H (4.7070, 2.6483, 3.3846)
H (6.4123, 2.3364, 1.7965)
O (1.2609, 6.0980, 0.5040)
C (0.6839, 6.2336, 1.8238)
C (0.9213, 4.9742, 2.6963)
O (2.3212, 4.8518, 2.8928)
H (2.1440, 5.7012, 0.5768)
H (1.0219, 7.1601, 2.2132)
H (-0.3681, 6.3444, 1.5975)
H (0.4174, 4.1231, 2.2133)
H (0.5244, 5.1498, 3.6671)
H (2.4184, 4.1665, 3.6193)
O (-5.1309, -1.6354, -1.4168)
C (-4.8561, -2.9806, -1.1639)
C (-5.6851, -3.8290, -2.0927)
O (-5.3220, -3.3749, -3.4606)
H (-5.1901, -1.4757, -2.3830)
H (-3.7459, -3.2138, -1.2336)
H (-5.0729, -3.1674, -0.1107)
H (-6.7772, -3.7130, -1.8676)
H (-5.6311, -4.9235, -2.0136)
H (-4.4491, -3.7837, -3.5901)
O (0.4164, -0.8869, -0.4677)
C (0.1974, 0.4369, 0.0956)
C (1.4064, 0.9970, 0.7869)
O (1.8387, 0.1539, 1.8429)
H (-0.3346, -1.4352, -0.2043)
H (-0.0281, 1.0699, -0.7334)
H (-0.6336, 0.3341, 0.8086)
H (1.2019, 1.9867, 1.2080)
H (2.1865, 1.0402, -0.0093)
H (2.7835, 0.0841, 1.8907)